# 1
Here is a 8-piece molecular cluster, C38H36F48O10 overall from the Open Molecules 2025 dataset. Energies are from ωB97M-V/def2-TZVPD.

CARTESIAN COORDINATES (ANGSTROEM)
F1 1.920 -1.197 -0.319
C1 1.780 -0.398 -1.406
F2 1.511 -1.236 -2.397
C2 0.722 0.736 -1.260
F3 0.197 1.113 -2.494
F4 1.415 1.818 -0.864
C3 -0.435 0.550 -0.219
O1 0.089 0.450 1.128
C4 -0.430 1.361 2.160
F5 0.352 1.165 3.222
F6 -0.272 2.580 1.711
C5 -1.857 0.921 2.544
F7 -2.347 1.548 3.648
F8 -2.700 1.009 1.548
H1 2.766 0.003 -1.643
H2 -1.112 -0.293 -0.360
H3 -1.114 1.404 -0.227
H4 -1.874 -0.126 2.846
F9 -1.567 4.352 -2.569
C6 -0.605 5.007 -3.199
F10 -1.220 5.897 -3.983
C7 0.269 5.623 -2.091
F11 0.629 4.607 -1.328
F12 -0.382 6.608 -1.416
C8 1.543 6.283 -2.540
O2 1.218 7.240 -3.617
C9 2.413 7.791 -4.357
F13 3.133 8.562 -3.547
F14 3.253 6.804 -4.719
C10 1.690 8.579 -5.511
F15 2.494 9.276 -6.282
F16 0.826 7.842 -6.285
H5 -0.098 4.237 -3.780
H6 2.279 5.514 -2.773
H7 1.967 6.922 -1.765
H8 1.068 9.393 -5.139
F17 -7.613 0.841 1.734
C11 -7.236 1.384 0.568
F18 -8.295 1.935 -0.064
C12 -6.123 2.438 0.686
F19 -5.077 1.829 1.175
F20 -6.343 3.437 1.501
C13 -5.739 2.905 -0.766
O3 -5.459 1.915 -1.747
C14 -4.200 1.994 -2.288
F21 -4.006 3.198 -2.805
F22 -3.269 1.745 -1.355
C15 -4.216 0.984 -3.491
F23 -3.143 0.994 -4.307
F24 -4.468 -0.304 -3.229
H9 -6.912 0.577 -0.090
H10 -4.977 3.684 -0.734
H11 -6.595 3.457 -1.151
H12 -5.048 1.282 -4.130
F25 0.065 -3.841 6.444
C16 -0.153 -5.108 6.851
F26 -0.329 -5.121 8.270
C17 -1.351 -5.641 6.108
F27 -2.471 -4.924 6.505
F28 -1.508 -6.896 6.591
C18 -1.231 -5.782 4.562
O4 -0.945 -4.522 4.077
C19 -0.011 -4.529 2.963
F29 1.110 -5.211 3.305
F30 -0.519 -5.285 1.998
C20 0.307 -3.033 2.401
F31 1.058 -3.010 1.205
F32 -0.821 -2.272 2.268
H13 0.804 -5.580 6.629
H14 -2.251 -6.052 4.287
H15 -0.527 -6.525 4.187
H16 0.905 -2.522 3.155
F33 1.478 1.500 8.077
C21 1.756 0.256 7.768
F34 1.693 -0.302 8.969
C22 0.860 -0.435 6.691
F35 1.347 -1.622 6.411
F36 1.011 0.248 5.622
C23 -0.623 -0.457 7.152
O5 -1.127 0.920 7.251
C24 -2.544 1.078 7.111
F37 -3.126 0.353 6.175
F38 -3.083 0.772 8.215
C25 -2.905 2.560 6.711
F39 -4.171 2.753 6.419
F40 -2.443 3.345 7.620
H17 2.805 0.065 7.542
H18 -0.728 -0.946 8.120
H19 -1.147 -1.069 6.417
H20 -2.358 2.850 5.815
F41 1.278 -3.482 -9.280
C26 2.564 -3.632 -9.418
F42 3.003 -3.728 -10.712
C27 3.388 -2.733 -8.403
F43 3.408 -1.441 -8.771
F44 4.588 -3.262 -8.416
C28 2.793 -2.857 -6.960
O6 3.442 -2.131 -5.922
C29 4.457 -2.792 -5.048
F45 3.844 -3.592 -4.126
F46 5.172 -3.586 -5.882
C30 5.246 -1.652 -4.172
F47 4.527 -0.694 -3.626
F48 6.141 -2.081 -3.306
H21 2.616 -4.681 -9.125
H22 2.832 -3.924 -6.741
H23 1.740 -2.576 -6.984
H24 5.940 -1.054 -4.762
O7 -1.478 -5.236 -0.844
C31 -1.486 -4.522 -1.836
C32 -0.737 -4.825 -3.189
C33 -1.236 -3.719 -4.075
C34 -1.855 -2.678 -3.203
O8 -2.000 -3.308 -1.962
H25 0.345 -4.695 -3.148
H26 -0.794 -5.841 -3.581
H27 -0.437 -3.226 -4.630
H28 -1.889 -4.128 -4.845
H29 -1.290 -1.747 -3.164
H30 -2.878 -2.390 -3.445
O9 4.673 -1.848 3.752
C35 4.535 -0.831 3.063
C36 3.533 -0.448 2.022
C37 4.135 0.840 1.467
C38 4.864 1.383 2.624
O10 5.153 0.258 3.440
H31 3.400 -1.322 1.383
H32 2.577 -0.174 2.469
H33 4.735 0.588 0.592
H34 3.456 1.624 1.130
H35 5.813 1.813 2.305
H36 4.254 2.073 3.207

Its HOMO energy is -0.3723 Ha. As for the SMILES: FC(F)C(F)(F)COC(F)(F)C(F)F.FC(F)C(F)(F)COC(F)(F)C(F)F.FC(F)C(F)(F)COC(F)(F)C(F)F.FC(F)C(F)(F)COC(F)(F)C(F)F.FC(F)C(F)(F)COC(F)(F)C(F)F.FC(F)C(F)(F)COC(F)(F)C(F)F.O=C1CCCO1.O=C1CCCO1. The HOMO-LUMO gap comes out at 10.20 eV. As for the total charge: 0. The energy relative to the best compared isomer or geometry (same formula, charge and spin) is 5.540 eV.

***

# 2
Here is a 8-piece molecular cluster, C38H37F48NO9S overall from the Open Molecules 2025 dataset. Energies are from ωB97M-V/def2-TZVPD.

CARTESIAN COORDINATES (ANGSTROEM)
O1 -3.320 -0.397 4.572
S1 -1.927 -0.833 4.220
O2 -1.368 -2.036 4.924
O3 -1.851 -0.989 2.587
C1 -2.867 -1.654 1.962
C2 -2.429 -2.754 1.072
C3 -0.743 0.623 4.351
H1 -3.500 -0.965 1.402
H2 -3.609 -2.078 2.639
H3 -1.684 -3.466 1.427
H4 -1.877 -2.371 0.214
H5 -3.311 -3.376 0.919
H6 -1.229 1.320 3.668
H7 0.277 0.344 4.084
H8 -0.787 0.938 5.394
N1 -3.243 3.953 -5.266
C4 -2.304 3.548 -4.398
C5 -2.528 3.444 -2.989
C6 -3.728 4.061 -2.466
C7 -4.670 4.497 -3.404
C8 -4.437 4.409 -4.823
H9 -1.391 3.229 -4.878
H10 -1.745 3.035 -2.367
H11 -4.044 4.292 -1.459
H12 -5.594 4.884 -3.002
H13 -5.124 4.663 -5.617
C9 6.272 -0.555 5.008
C10 5.708 0.668 4.385
C11 6.835 1.666 3.915
F1 7.588 2.172 4.919
F2 7.694 1.063 3.035
F3 4.800 0.383 3.371
F4 4.853 1.284 5.235
O4 7.519 -0.287 5.633
C12 7.496 -0.073 7.066
C13 8.723 0.743 7.587
F5 8.766 0.961 8.847
F6 10.024 0.344 7.249
F7 6.356 0.566 7.382
F8 7.509 -1.321 7.572
H14 6.466 -1.276 4.214
H15 5.640 -1.080 5.724
H16 6.363 2.509 3.410
H17 8.726 1.734 7.132
C14 -3.072 4.665 1.272
C15 -1.994 3.804 2.057
C16 -0.555 3.964 1.525
F9 0.317 3.097 2.146
F10 -0.504 3.647 0.207
F11 -2.046 4.114 3.334
F12 -2.289 2.495 1.911
O5 -4.290 5.043 2.040
C17 -5.538 4.493 1.550
C18 -6.764 4.927 2.401
F13 -6.576 6.146 2.905
F14 -7.977 4.927 1.777
F15 -5.672 5.037 0.340
F16 -5.491 3.198 1.485
H18 -3.230 4.022 0.407
H19 -2.696 5.606 0.870
H20 -0.183 4.988 1.540
H21 -6.894 4.318 3.296
C19 1.057 0.165 -0.484
C20 -0.223 -0.150 -1.370
C21 -0.071 0.677 -2.757
F17 0.370 1.975 -2.464
F18 0.783 0.241 -3.715
F19 -0.188 -1.378 -1.858
F20 -1.342 0.089 -0.701
O6 1.088 -0.792 0.538
C22 2.298 -0.976 1.289
C23 2.030 -2.208 2.253
F21 2.247 -3.373 1.604
F22 2.738 -2.095 3.414
F23 3.398 -1.217 0.501
F24 2.461 0.142 1.969
H22 0.992 1.196 -0.134
H23 2.017 0.092 -0.994
H24 -1.000 0.970 -3.246
H25 1.001 -2.269 2.606
C24 -1.465 2.226 -8.134
C25 -1.167 2.817 -9.543
C26 -2.510 3.396 -10.177
F25 -2.908 4.464 -9.573
F26 -2.342 3.789 -11.438
F27 -0.404 3.947 -9.454
F28 -0.467 1.941 -10.256
O7 -0.132 2.103 -7.583
C27 0.209 0.754 -7.274
C28 1.714 0.739 -6.775
F29 2.096 -0.546 -6.764
F30 2.563 1.430 -7.540
F31 -0.618 0.456 -6.251
F32 -0.087 -0.012 -8.354
H26 -2.150 1.379 -8.094
H27 -1.980 2.874 -7.424
H28 -3.427 2.816 -10.073
H29 1.757 1.268 -5.822
C29 -3.712 -4.375 -4.438
C30 -2.476 -4.048 -3.641
C31 -1.582 -2.971 -4.403
F33 -1.053 -3.483 -5.514
F34 -2.038 -1.706 -4.633
F35 -2.770 -3.646 -2.391
F36 -1.692 -5.209 -3.461
O8 -3.485 -4.824 -5.753
C32 -4.649 -5.102 -6.508
C33 -4.258 -5.743 -7.804
F37 -3.723 -6.924 -7.408
F38 -5.235 -6.066 -8.683
F39 -5.561 -5.833 -5.834
F40 -5.200 -3.963 -6.579
H30 -4.375 -3.510 -4.440
H31 -4.356 -5.114 -3.960
H32 -0.691 -2.736 -3.821
H33 -3.523 -5.178 -8.377
C34 4.447 -3.830 6.642
C35 4.274 -5.114 5.894
C36 2.747 -5.510 5.838
F41 1.985 -4.602 5.347
F42 2.584 -6.658 5.153
F43 4.848 -5.031 4.700
F44 5.022 -5.968 6.512
O9 3.621 -2.728 6.218
C37 2.898 -2.008 7.200
C38 2.345 -0.739 6.563
F45 1.362 -0.924 5.577
F46 1.864 0.084 7.490
F47 2.042 -2.929 7.556
F48 3.656 -1.643 8.255
H34 5.460 -3.462 6.476
H35 4.428 -3.920 7.728
H36 2.440 -5.707 6.865
H37 3.170 -0.126 6.200

Its spin multiplicity is 2. Its HOMO energy (spin up / spin down) is -0.4540 / -0.4540 Ha. The HOMO-LUMO gap (spin up / spin down) comes out at 6.95 / 2.92 eV. As for the total charge: +1.

***

# 3
Here is C38H37FeN11PSSe as an isolated structure from the Open Molecules 2025 dataset. Energies are from ωB97M-V/def2-TZVPD.

CARTESIAN COORDINATES (ANGSTROEM)
Fe1 -0.241 -0.734 -0.553
C1 -1.190 1.478 7.136
C2 -1.071 0.140 6.793
C3 -0.779 -0.221 5.484
C4 -0.601 0.763 4.514
C5 -0.704 2.108 4.869
C6 -1.007 2.463 6.174
P1 -0.257 0.413 2.763
C7 0.091 -1.381 2.784
C8 -0.877 -2.376 2.672
C9 -0.525 -3.719 2.749
C10 0.798 -4.081 2.956
C11 1.770 -3.095 3.098
C12 1.418 -1.758 3.008
C13 -1.939 0.500 2.026
C14 -3.107 0.213 2.731
C15 -4.351 0.435 2.165
C16 -4.458 0.989 0.893
C17 -3.323 1.289 0.170
C18 -2.068 1.040 0.731
H1 -1.418 1.756 8.156
H2 -1.204 -0.627 7.545
H3 -0.682 -1.269 5.229
H4 -0.546 2.880 4.124
H5 -1.090 3.508 6.443
H6 -1.913 -2.088 2.549
H7 -1.285 -4.491 2.692
H8 1.068 -5.126 3.035
H9 2.800 -3.372 3.288
H10 2.177 -0.991 3.125
H11 -3.035 -0.142 3.753
H12 -5.247 0.216 2.733
H13 -5.434 1.206 0.477
H14 -3.396 1.734 -0.814
Se1 6.469 -4.321 0.194
N1 5.947 -2.641 0.430
C19 4.671 -2.594 0.151
C20 3.873 -1.378 0.240
C21 4.397 -0.161 0.679
C22 3.552 0.920 0.792
C23 2.215 0.771 0.445
N2 1.708 -0.370 -0.019
C24 2.523 -1.444 -0.097
C25 1.903 -2.707 -0.490
N3 0.584 -2.664 -0.762
C26 -0.020 -3.795 -1.114
C27 0.644 -5.012 -1.207
C28 1.992 -5.063 -0.931
C29 2.644 -3.885 -0.563
C30 4.063 -3.832 -0.243
N4 4.851 -4.875 -0.281
H15 5.446 -0.097 0.939
H16 3.905 1.876 1.151
H17 1.526 1.591 0.564
H18 -1.069 -3.712 -1.370
H19 0.098 -5.895 -1.508
H20 2.556 -5.984 -0.995
N5 -0.402 2.510 -0.257
C31 -0.875 1.406 -0.037
H21 0.395 2.682 -0.860
C32 -1.161 0.486 -3.335
N6 0.048 -0.094 -2.643
C33 1.142 0.923 -2.807
N7 1.411 1.245 -4.187
C34 0.189 1.787 -4.792
N8 -0.901 0.814 -4.715
C35 -0.498 -0.403 -5.425
N9 0.718 -0.973 -4.835
C36 0.468 -1.294 -3.451
C37 1.788 0.025 -4.904
H22 -1.455 1.384 -2.789
H23 -1.969 -0.242 -3.290
H24 2.047 0.536 -2.340
H25 0.823 1.834 -2.305
H26 0.383 2.031 -5.835
H27 -0.101 2.700 -4.268
H28 -0.310 -0.164 -6.471
H29 -1.303 -1.137 -5.372
H30 1.382 -1.697 -3.010
H31 -0.331 -2.034 -3.385
H32 1.988 0.269 -5.946
H33 2.697 -0.389 -4.462
N10 -4.903 -2.565 -0.825
C38 -3.624 -2.576 -0.454
N11 -3.251 -3.428 0.501
S1 -2.551 -1.541 -1.273
H34 -5.577 -3.219 -0.462
H35 -5.191 -1.936 -1.555
H36 -3.900 -4.064 0.935
H37 -2.285 -3.469 0.773

Its spin multiplicity is 2. Its HOMO energy (spin up / spin down) is -0.4740 / -0.4749 Ha. The HOMO-LUMO gap (spin up / spin down) comes out at 6.47 / 6.37 eV. As for the total charge: +2.

***

# 4
Here is C38H37MgN3PSSe as an isolated structure from the Open Molecules 2025 dataset. Energies are from ωB97M-V/def2-TZVPD.

CARTESIAN COORDINATES (ANGSTROEM)
Mg1 -14.531 11.584 4.244
C1 -15.128 10.457 -1.590
C2 -13.881 11.318 -1.740
C3 -12.586 10.518 -1.459
C4 -13.809 11.715 -3.213
C5 -14.001 12.518 -0.849
C6 -14.145 13.847 -1.303
C7 -14.199 14.930 -0.440
C8 -14.281 14.658 0.912
S1 -14.428 15.747 2.305
C9 -14.411 14.376 3.337
N1 -14.260 13.198 2.777
C10 -14.169 13.367 1.395
C11 -13.984 12.302 0.534
C12 -14.640 14.508 4.790
C13 -14.755 15.783 5.357
C14 -14.806 15.907 6.734
C15 -14.837 14.779 7.548
C16 -14.712 13.541 6.921
C17 -14.665 13.308 5.541
H1 -15.048 9.512 -2.149
H2 -16.044 10.940 -1.896
H3 -15.293 10.151 -0.539
H4 -12.574 9.610 -2.035
H5 -12.579 10.206 -0.429
H6 -11.730 11.111 -1.708
H7 -13.921 10.803 -3.801
H8 -12.799 12.099 -3.427
H9 -14.637 12.342 -3.622
H10 -14.137 14.087 -2.364
H11 -14.208 15.949 -0.826
H12 -13.846 11.325 0.917
H13 -14.806 16.708 4.796
H14 -14.788 16.917 7.157
H15 -14.884 14.888 8.601
H16 -14.818 12.592 7.512
C18 -11.222 10.087 5.286
P1 -13.010 9.636 5.190
C19 -13.672 9.575 6.880
C20 -14.964 9.043 7.032
C21 -15.620 9.097 8.265
C22 -15.013 9.797 9.314
C23 -13.733 10.276 9.193
C24 -13.057 10.197 7.968
C25 -13.065 8.045 4.297
C26 -13.395 8.003 2.925
C27 -13.351 6.795 2.190
C28 -12.896 5.624 2.840
C29 -12.486 5.677 4.143
C30 -12.563 6.882 4.871
H17 -11.193 11.053 5.702
H18 -10.783 10.170 4.265
H19 -10.666 9.498 6.002
H20 -15.472 8.491 6.249
H21 -16.607 8.762 8.385
H22 -15.541 9.868 10.277
H23 -13.279 10.737 10.083
H24 -12.096 10.704 7.936
H25 -13.724 8.965 2.479
H26 -13.584 6.787 1.138
H27 -12.866 4.646 2.315
H28 -12.086 4.822 4.615
H29 -12.175 6.824 5.845
C31 -17.598 12.741 0.812
N2 -17.706 12.977 2.213
C32 -17.432 12.112 3.211
Se1 -16.682 10.365 3.218
N3 -17.674 12.731 4.359
C33 -18.091 14.002 4.143
C34 -18.252 15.146 4.996
C35 -18.618 16.307 4.393
C36 -18.689 16.475 3.002
C37 -18.389 15.410 2.153
C38 -18.068 14.195 2.789
H30 -17.466 11.670 0.628
H31 -16.766 13.253 0.371
H32 -18.510 13.067 0.315
H33 -17.521 12.309 5.245
H34 -18.237 15.008 6.084
H35 -18.773 17.098 5.075
H36 -18.920 17.462 2.669
H37 -18.365 15.586 1.127

Its HOMO energy is -0.3954 Ha. The HOMO-LUMO gap comes out at 8.33 eV. As for the total charge: +1. The energy relative to the best compared isomer or geometry (same formula, charge and spin) is 0.000 eV.